Below is 2 unconnected molecules or ions with the total composition C3H13N2O in a non-equilibrium geometry, with properties calculated with ωB97M-V/def2-TZVPD.

Results
**Energy above the lowest of the compared OMol25 structures with the same formula, charge and spin**: 64.51 kcal per mole
**Electronic energy**: -8341.185 eV
**Total charge**: +1
**E_HOMO**: -13.86 eV
**F_max**: 4.4 eV/Å
**LUMO**: -3.58 eV

The geometry in XYZ format:
```
19
C3H13N2O, DFT ωB97M-V/def2-TZVPD
C 0.68 -0.65 -1.20
N 1.96 -1.09 -0.69
C -0.51 -0.26 -0.23
N -0.24 -0.84 1.14
C -1.12 -0.13 2.09
H 0.72 0.30 -1.67
H 0.38 -1.34 -2.03
H 2.36 -1.69 -1.43
H 2.60 -0.30 -0.51
H -0.57 0.85 -0.14
H -1.60 -0.58 -0.61
H 0.85 -0.53 1.16
H -0.56 -1.97 1.09
H -2.17 0.02 1.79
H -1.15 -0.71 3.02
H -0.86 0.84 2.23
H -0.22 3.36 -0.89
H -0.63 2.15 -1.77
O 0.06 2.57 -1.34
```

***

Below is a single C3H4N2O2 molecule, with properties calculated with ωB97M-V/def2-TZVPD.

Results
**Energy above the lowest of the compared OMol25 structures with the same formula, charge and spin**: 49.79 kcal per mole
**Electronic energy**: -10250.106 eV
**Total charge**: 0
**E_HOMO**: -9.72 eV
**F_max**: 0.9 eV/Å
**LUMO**: 0.87 eV

The geometry in XYZ format:
```
11
C3H4N2O2, DFT ωB97M-V/def2-TZVPD
C -1.53 -0.36 -0.02
N -0.26 0.28 -0.39
N 0.62 -0.64 -0.95
C 1.71 -0.47 -0.31
O 1.70 0.49 0.64
C 0.44 1.12 0.46
O 0.19 2.21 0.88
H -2.05 -0.65 -0.94
H -1.31 -1.27 0.55
H -2.15 0.30 0.58
H 2.63 -1.01 -0.52
```

***

Below is a molecular structure, C8H3N2O3 in a non-equilibrium geometry, with properties calculated with ωB97M-V/def2-TZVPD.

Results
**Energy above the lowest of the compared OMol25 structures with the same formula, charge and spin**: 160.10 kcal per mole
**Electronic energy**: -17459.918 eV
**Total charge**: -1
**E_HOMO (alpha / beta)**: -4.68 / -4.56 eV
**F_max**: 5.7 eV/Å
**LUMO (alpha / beta)**: 1.66 / 0.77 eV

The geometry in XYZ format:
```
16
C8H3N2O3, DFT ωB97M-V/def2-TZVPD
C 0.33 -2.29 -0.05
C 0.92 -0.98 0.21
C -0.11 -0.06 0.04
C -1.31 -0.89 -0.14
C -2.44 -0.04 -0.01
C -1.68 0.58 1.00
C 2.42 -0.67 0.19
C -0.56 1.39 0.31
N -1.03 -2.20 -0.20
N -3.60 -0.45 0.25
O 3.18 -1.40 0.85
O -4.70 -0.75 -0.16
O 2.58 0.36 -0.50
H 0.88 -3.14 -0.33
H 0.04 1.90 1.03
H -0.90 2.03 -0.53
```

***

Below is a molecular structure, C19H27BMnNO2P in a non-equilibrium geometry, with properties calculated with ωB97M-V/def2-TZVPD.

Results
**2S+1**: 6
**Energy above the lowest of the compared OMol25 structures with the same formula, charge and spin**: 30.20 kcal per mole
**<S²>**: 8.8176
**Electronic energy**: -67006.292 eV
**Total charge**: 0
**E_HOMO (alpha / beta)**: -5.99 / -6.51 eV
**F_max**: 4.5 eV/Å
**LUMO (alpha / beta)**: -0.06 / -0.38 eV

The geometry in XYZ format:
```
52
C19H27BMnNO2P, DFT ωB97M-V/def2-TZVPD
C 2.41 -2.99 -2.40
C 1.83 -1.77 -2.76
C 1.15 -0.94 -1.83
C 0.98 -1.43 -0.51
C 1.46 -2.72 -0.20
C 2.20 -3.48 -1.12
C 0.79 0.46 -2.28
C -0.55 0.78 -3.08
N -1.75 0.03 -2.88
Mn 0.93 -0.42 1.32
C 1.15 -3.38 1.12
P -0.17 -2.36 1.91
H 1.98 -1.43 -3.78
H 2.60 -4.44 -0.83
H 2.99 -3.57 -3.11
H 1.99 -3.45 1.84
H 0.73 -4.40 1.02
H 0.84 1.17 -1.43
H 1.58 0.79 -2.99
H -0.84 1.83 -2.85
C -0.43 -3.06 3.56
C -1.58 -2.93 0.92
H -0.33 0.75 -4.16
C -1.83 -1.36 -3.21
C -2.87 0.65 -2.22
H -0.22 0.11 2.69
H -2.33 -1.51 -4.18
H -0.83 -1.80 -3.25
H -2.44 -1.86 -2.44
H -3.57 1.13 -2.94
H -3.43 -0.11 -1.67
H -2.50 1.43 -1.54
H -1.82 -3.97 1.19
H -2.43 -2.27 1.10
H -1.35 -2.89 -0.16
H -0.48 -4.15 3.49
H 0.39 -2.76 4.22
H -1.36 -2.66 3.96
H -0.44 0.79 3.11
O -0.77 2.48 1.53
B 0.17 1.56 2.10
O 1.42 2.21 2.37
C 1.19 3.52 2.04
C 1.98 4.60 2.38
C 1.40 5.87 2.35
C 0.07 6.04 1.96
C -0.70 4.95 1.54
C -0.12 3.68 1.58
H 3.02 4.44 2.69
H 2.00 6.73 2.64
H -0.38 7.03 1.97
H -1.73 5.07 1.22
```

***

- What is the F_max in the fourth record?
  4.5 eV/Å

***

- The highest energy above the lowest of the compared OMol25 structures with the same formula, charge and spin belongs to which entry?
  C8H3N2O3